123
Properties=species:S:1:pos:R:3:forces:R:3:lowdin_charge:R:1 method="wB97M-V/def2-TZVPD" e_tot_ha=-2053.6817 lumo_ev=0.4 spin_multiplicity=1 fmax_ev_per_a=3.03 smiles=CC1(C)CCCC(C)(C)N1O.CC1(C)CCCC(C)(C)N1O.CCO.CCO.CCO.CCO.CCO.CCO.CCO homo_ha=-0.31736 orbital_gap_ev=9.021 charge=0
C 3.401305 -4.053396 -0.896504 1.29 -1.05 -1.60 -0.027
C 2.100968 -3.992588 -1.762533 -0.10 -0.34 -0.45 -0.495
C 1.325297 -5.277512 -1.580984 -0.57 -1.33 -0.11 -0.053
C 1.303671 -2.767835 -1.285119 -0.92 0.11 0.04 -0.128
C 1.683295 -1.422692 -1.920824 1.77 -0.37 0.75 -0.169
C 1.759685 -1.554163 -3.442170 -2.76 -0.29 1.21 -0.148
C 2.609359 -2.662630 -3.930960 1.98 -2.12 -0.09 -0.537
C 2.380885 -2.977204 -5.412406 1.54 -0.74 -0.62 -0.038
C 4.129223 -2.340800 -3.763890 -1.07 1.64 -1.87 -0.015
N 2.211554 -3.918677 -3.256487 0.55 0.20 0.96 -0.092
O 2.982050 -5.014887 -3.732070 -0.52 0.06 -0.20 -0.033
H 3.818825 -3.065216 -0.926018 0.65 0.44 0.13 0.043
H 3.334177 -4.336850 0.147333 -0.93 0.04 0.19 0.080
H 4.187993 -4.810900 -1.255801 -1.09 1.15 0.01 0.106
H 0.463790 -5.394983 -2.280373 0.72 0.40 0.33 0.098
H 1.970975 -6.173036 -1.727544 -0.35 0.68 0.07 0.091
H 0.910001 -5.346591 -0.590019 -0.08 0.01 0.65 0.075
H 0.208905 -2.938823 -1.414936 0.77 -0.01 0.04 0.107
H 1.512669 -2.711226 -0.220424 -0.40 0.07 0.30 0.103
H 0.982784 -0.626940 -1.655597 -0.05 -0.23 0.05 0.082
H 2.677716 -1.101295 -1.451942 -1.00 -0.26 -0.81 0.122
H 2.081517 -0.613632 -3.815314 0.14 0.79 -0.86 0.107
H 0.662221 -1.770390 -3.712651 1.47 0.43 -0.20 0.148
H 3.207545 -3.633634 -5.881838 -1.28 0.96 1.00 0.110
H 2.389334 -2.066282 -5.977911 -0.25 0.59 -0.43 0.072
H 1.453736 -3.515447 -5.517945 -0.42 0.00 -0.17 0.080
H 4.206017 -1.366648 -4.347241 0.41 -0.77 1.12 0.110
H 4.712415 -3.002091 -4.377640 0.34 -0.63 -0.01 0.062
H 4.532088 -2.288787 -2.771138 0.01 0.28 0.44 0.058
H 3.905425 -4.901945 -3.477510 0.19 0.30 0.23 0.082
C 5.079104 1.813489 1.064057 -0.29 -1.28 0.80 -0.018
C 5.123218 1.412859 2.544005 0.08 -1.01 1.55 -0.529
C 6.602123 1.240340 2.983494 1.12 0.52 -0.42 -0.046
C 4.521632 2.484883 3.442898 0.66 0.93 -0.14 -0.146
C 2.995213 2.587557 3.538181 0.62 -0.47 -0.94 -0.168
C 2.452732 1.244889 4.001485 1.61 -0.50 0.60 -0.114
C 2.997760 0.021198 3.163084 0.07 1.09 1.25 -0.500
C 2.715872 -1.228142 3.991267 0.59 -0.89 -0.16 -0.033
C 2.192006 -0.111955 1.888669 0.37 1.25 -0.98 -0.027
N 4.468479 0.156004 2.994917 -0.46 -0.52 -1.32 -0.067
O 4.870579 -0.905268 2.131309 0.91 -0.59 0.86 -0.033
H 4.069827 1.867151 0.715580 -0.65 0.33 -0.37 0.056
H 5.573856 2.749919 0.942942 0.34 0.71 -0.17 0.080
H 5.592377 1.063287 0.480106 0.22 -0.17 -0.28 0.079
H 7.213975 0.643745 2.238662 -0.85 0.42 0.98 0.095
H 7.143921 2.230286 3.077826 -0.75 -0.79 -0.26 0.094
H 6.630982 0.793672 3.994743 0.02 -0.02 -0.67 0.089
H 4.948382 2.440043 4.452348 -0.04 -0.26 -0.14 0.124
H 5.031663 3.306252 2.936015 -0.65 1.03 0.64 0.112
H 2.700998 3.435773 4.149232 -0.05 -0.10 0.33 0.105
H 2.613583 2.798404 2.554530 -0.33 0.21 -0.68 0.095
H 1.378954 1.171691 4.017871 -0.49 0.15 0.02 0.102
H 2.828759 1.126611 5.038297 -0.33 -0.20 -0.34 0.128
H 3.168045 -1.258333 4.973827 0.43 0.44 0.17 0.085
H 3.000064 -2.199410 3.518573 -0.28 0.90 -0.02 0.101
H 1.665219 -1.209228 4.174299 -0.96 -0.37 0.07 0.050
H 2.508444 0.664614 1.134583 -0.54 -0.69 0.65 0.083
H 1.120042 0.004880 2.107768 0.33 -0.18 -0.26 0.079
H 2.389993 -1.083477 1.464640 -0.28 -0.40 -0.36 0.066
H 4.436056 -0.834447 1.283178 -0.42 0.41 -0.49 0.062
C -2.548450 -3.069641 -3.811502 0.83 1.94 0.36 -0.058
C -2.336157 -2.440202 -2.426504 0.54 -0.16 1.20 -0.324
O -3.400533 -1.599939 -2.041478 -0.57 -1.14 1.08 -0.089
H -2.638344 -2.244399 -4.576629 -0.10 -1.07 0.76 0.077
H -3.404043 -3.688711 -3.743242 -1.10 -0.45 -0.25 0.060
H -1.718407 -3.694840 -4.062098 0.71 -0.40 -0.26 0.053
H -1.429700 -1.820057 -2.281733 0.13 -0.42 -0.80 0.079
H -2.238430 -3.187086 -1.597500 -0.22 0.17 -0.87 0.122
H -3.397893 -0.912238 -2.677810 -0.35 1.31 -1.08 0.002
C -5.001318 -0.174269 -5.584718 -0.44 0.68 1.73 -0.078
C -3.815006 0.716792 -5.335021 1.11 -0.63 0.95 -0.237
O -3.059346 0.100569 -4.199665 -0.93 0.52 -1.19 -0.127
H -5.377728 -0.350939 -4.563108 -0.35 -0.07 -0.39 0.087
H -4.739055 -1.141797 -5.958066 0.24 -0.40 -0.57 0.067
H -5.792057 0.316160 -6.151104 0.17 -0.13 -0.19 0.079
H -4.057396 1.742491 -5.055295 -0.31 -0.10 -0.01 0.112
H -3.149076 0.741271 -6.181943 0.32 0.10 -0.40 0.101
H -2.335371 0.678584 -3.966391 0.28 0.30 0.01 0.068
C -6.223866 4.941501 1.823353 -0.03 0.23 -0.81 -0.083
C -6.154326 3.940212 0.588956 -0.23 2.04 1.36 -0.290
O -5.375955 4.412563 -0.518250 -0.62 -0.25 0.58 -0.076
H -5.266997 5.213499 2.317596 -0.34 -0.63 -0.51 0.072
H -6.926336 4.559231 2.598519 0.41 0.23 -0.60 0.074
H -6.601920 5.890650 1.416017 -0.21 -0.12 0.34 0.060
H -7.225250 3.729220 0.351461 0.96 -0.29 -0.22 0.120
H -5.595070 3.129598 0.954264 0.17 -1.60 0.16 0.057
H -5.910683 5.061164 -0.969229 -0.08 0.40 -0.31 0.068
C -0.184213 5.826969 1.768606 -1.38 1.74 0.77 -0.090
C -0.322646 5.280739 3.190069 0.49 -0.88 -0.89 -0.300
O -1.550897 4.546978 3.244372 -0.08 0.03 0.79 -0.103
H -1.092618 6.449121 1.527118 0.86 -0.47 0.27 0.093
H -0.197743 5.031212 1.071305 0.20 -0.96 -0.69 0.033
H 0.690599 6.446652 1.619149 0.32 0.08 0.01 0.065
H -0.344118 6.059117 3.976358 -0.20 -0.39 -0.51 0.115
H 0.587173 4.645491 3.365549 -0.83 0.24 0.23 0.099
H -1.545492 3.683677 2.796437 0.64 0.52 -0.12 0.057
C -1.172462 1.105444 -1.041722 2.40 -0.08 0.11 -0.059
C -0.479222 2.022999 -0.019547 -0.31 -0.36 -0.03 -0.264
O -1.232830 2.023926 1.195597 -0.20 0.69 0.27 -0.098
H -2.179534 1.239668 -0.809097 -1.98 0.35 -0.66 0.049
H -0.975942 0.068642 -0.793550 0.16 -0.30 0.10 0.057
H -0.821327 1.254625 -2.091975 -0.63 0.19 0.75 0.091
H -0.476764 3.053931 -0.344807 -0.15 0.28 -0.19 0.101
H 0.557255 1.772387 0.181299 0.24 -0.30 0.00 0.091
H -1.211393 1.173654 1.647409 0.34 -0.63 -0.27 0.040
C -2.292608 -1.874636 4.163773 0.44 1.45 -0.80 -0.056
C -1.400134 -0.740141 3.439441 -2.20 -0.76 1.30 -0.279
O -1.529303 -0.827025 2.031365 1.60 0.22 0.42 -0.109
H -2.156572 -2.802016 3.617183 0.02 -0.12 -0.15 0.062
H -3.383356 -1.626605 4.172297 0.95 -0.06 0.03 0.071
H -1.918283 -2.034342 5.173129 -0.20 0.11 0.16 0.058
H -0.376329 -0.881136 3.751910 0.41 -0.26 -0.43 0.066
H -1.675265 0.266507 3.859647 -0.06 -0.64 -0.53 0.120
H -2.437238 -0.690306 1.751980 -0.77 0.11 0.09 0.034
C -5.639172 -1.111488 1.162273 -0.56 -0.59 0.82 -0.075
C -5.197523 0.282635 1.149936 0.04 1.60 -0.53 -0.345
O -3.817879 0.286839 1.316380 1.90 -0.04 0.95 -0.099
H -5.400618 -1.520044 2.151693 -0.24 -0.25 -0.20 0.084
H -5.138099 -1.677699 0.399024 0.16 -0.31 -0.38 0.074
H -6.710696 -1.094313 1.000862 -0.26 -0.46 0.03 0.084
H -5.699202 0.881036 1.950889 0.20 -0.23 -0.71 0.129
H -5.297125 0.703952 0.151086 -1.07 0.37 -0.03 0.121
H -3.398939 1.144007 1.165752 -0.25 0.09 -0.03 0.081

=====

15
Properties=species:S:1:pos:R:3:forces:R:3:lowdin_charge:R:1 method="wB97M-V/def2-TZVPD" e_tot_ha=-545.1904 lumo_ev=-1.3 spin_multiplicity=1 fmax_ev_per_a=6.85 homo_ha=-0.34228 orbital_gap_ev=7.995 charge=0
C -0.458697 -1.619231 1.615951 0.44 -3.74 -1.41 -0.142
C 0.292500 0.066739 -1.617124 2.94 -3.81 2.95 -0.285
C 0.053588 1.483953 -1.326303 -0.85 3.05 3.18 -0.297
C -0.275030 0.689686 1.147591 -0.53 0.62 1.49 -0.398
H 0.624813 -1.969609 2.340914 -3.35 1.90 -2.23 0.142
H -1.455973 -1.220310 2.290905 3.19 -1.86 -2.09 0.136
H -0.516837 -2.741131 0.797638 -0.51 3.22 3.15 0.140
H 0.740901 -0.866190 -3.230262 0.12 -0.26 0.23 0.141
H 0.686824 2.793466 0.588043 -1.93 -4.58 -1.35 0.245
N -0.362958 -0.616262 0.472822 2.33 1.50 2.84 -0.183
N 0.657579 -0.908035 -0.634854 -4.73 4.11 -2.77 0.163
N 0.364302 1.679259 0.224844 -0.96 2.44 -0.01 0.106
O 0.609110 0.028415 -2.894518 0.23 -0.85 -0.40 0.129
O -0.217805 2.362094 -2.126211 0.99 -2.05 2.33 0.141
O -0.742316 0.837154 2.350565 2.62 0.31 -5.91 -0.038